Entry 1:
A molecular structure, C24H15Br33ClF9N2O6PS at a distorted geometry, computed with wB97M-V/def2-TZVPD.

```
! RIJCOSX wB97M-V def2-TZVPD def2/J DEFGRID3
* xyz 1 1
C -0.36 -5.07 3.28
C -0.40 -4.86 1.88
N -0.63 -4.33 0.47
C -1.90 -4.69 -0.32
C -2.21 -4.10 -1.85
N -3.48 -4.43 -2.60
C -3.25 -5.37 -3.57
O -3.24 -6.40 -4.43
C -1.03 -3.08 -2.45
C -1.38 -2.47 -3.97
O -1.23 -3.23 -5.09
O -1.81 -1.07 -4.19
S -3.34 -0.75 -3.52
O -3.45 -1.01 -1.99
O -4.46 -1.60 -4.19
C -3.63 1.12 -3.74
F -3.93 1.39 -5.17
F -4.91 1.40 -2.99
C -2.44 2.04 -3.10
F -3.11 2.90 -2.04
F -1.41 1.24 -2.33
C -1.59 2.93 -4.18
F -1.11 2.17 -5.36
F -2.46 4.08 -4.62
C -0.23 3.65 -3.52
F -0.08 4.95 -4.27
F 0.98 2.86 -3.83
F -0.39 4.02 -2.10
C 0.32 -2.69 -1.61
P 1.67 -1.51 -2.26
O 1.05 -0.37 -3.43
Cl 2.20 -0.30 -0.55
C 0.44 -3.39 -0.09
H -0.39 -5.05 4.47
H -2.74 -5.40 0.13
H 1.27 -0.72 -4.36
H 1.41 -3.07 0.53
C 3.37 -3.70 5.00
Br 3.54 -2.30 3.65
Br 3.82 -3.04 6.78
Br 1.62 -4.54 4.95
H 4.11 -4.47 4.75
C 1.48 6.24 -0.43
Br 1.13 7.86 -1.44
Br 3.28 6.23 0.31
Br 0.14 5.93 0.94
H 1.42 5.40 -1.13
C -3.20 6.96 -0.79
Br -4.44 8.17 -1.67
Br -3.59 6.77 1.11
Br -3.11 5.23 -1.68
H -2.20 7.40 -0.87
C -1.21 2.68 3.20
Br -1.11 2.27 1.30
Br 0.38 3.61 3.82
Br -2.84 3.66 3.64
H -1.26 1.73 3.73
C -1.02 9.66 -4.58
Br -1.02 10.30 -2.74
Br 0.06 10.78 -5.74
Br -0.51 7.79 -4.70
H -2.05 9.73 -4.94
C -2.97 -3.43 6.08
Br -2.38 -4.80 4.82
Br -2.16 -1.71 5.70
Br -4.91 -3.32 6.17
H -2.62 -3.74 7.07
C 4.30 1.87 2.45
Br 3.06 3.08 1.57
Br 3.91 1.68 4.35
Br 4.38 0.14 1.56
H 5.30 2.32 2.38
C 1.72 0.42 8.96
Br 0.64 -0.54 7.65
Br 2.16 -0.69 10.49
Br 3.32 1.19 8.15
H 1.12 1.26 9.32
C 6.06 -4.57 1.23
Br 4.24 -4.07 0.76
Br 6.26 -4.85 3.15
Br 6.68 -6.11 0.21
H 6.71 -3.73 0.96
C -6.36 -8.46 -6.17
Br -5.53 -9.82 -7.28
Br -5.05 -7.23 -5.41
Br -7.77 -7.51 -7.13
H -6.84 -8.97 -5.33
C 8.18 0.35 2.66
Br 7.91 1.50 1.12
Br 7.30 -1.37 2.43
Br 10.07 0.14 3.08
H 7.71 0.84 3.51
*
```

Results
- molecular weight (Da) = 3333.70
- E_HOMO (hartree) = -0.4192

Entry 2:
A molecular structure, C24H15Br4IInN4O8, computed with wB97M-V/def2-TZVPD.

```
! RIJCOSX wB97M-V def2-TZVPD def2/J DEFGRID3
* xyz -1 1
In 0.53 1.24 -0.15
Br 3.54 -4.96 0.87
C 2.86 -3.41 0.05
C 3.12 -3.13 -1.28
Br 4.18 -4.32 -2.32
C 2.61 -1.97 -1.87
Br 2.94 -1.53 -3.68
C 1.83 -1.07 -1.15
O 1.36 0.05 -1.67
C 1.55 -1.36 0.22
O 0.76 -0.54 0.89
C 2.07 -2.51 0.79
Br 1.64 -2.82 2.60
C 3.28 1.70 1.51
C 2.85 2.93 0.78
C 3.48 4.14 0.63
C 2.65 4.95 -0.18
C 1.54 4.21 -0.50
C 0.34 4.57 -1.31
N 1.65 2.97 0.10
H 4.27 1.84 1.94
H 3.34 0.83 0.85
H 2.60 1.45 2.33
H 4.44 4.41 1.05
H 2.83 5.96 -0.51
H 0.48 5.55 -1.76
H -0.57 4.61 -0.70
H 0.16 3.85 -2.11
I -6.08 -1.26 -2.11
C -4.43 -1.45 -0.85
C -4.55 -2.03 0.40
C -3.42 -2.10 1.20
C -2.22 -1.58 0.72
N -2.12 -1.02 -0.48
C -3.19 -0.97 -1.26
H -5.50 -2.41 0.75
H -3.47 -2.54 2.19
H -1.31 -1.59 1.31
H -3.07 -0.50 -2.23
O -1.41 1.89 -1.02
C -1.97 1.86 0.11
O -1.34 1.62 1.16
C -3.45 2.09 0.18
C -4.17 2.25 -1.00
C -5.55 2.39 -0.92
C -6.23 2.38 0.28
C -5.47 2.23 1.43
C -4.10 2.09 1.41
N -6.17 2.22 2.73
O -5.49 2.17 3.73
O -7.39 2.26 2.71
N -6.32 2.55 -2.16
O -5.71 2.53 -3.21
O -7.52 2.66 -2.06
H -3.67 2.26 -1.95
H -7.30 2.48 0.32
H -3.53 1.96 2.32
*
```

Results
- energy above the lowest of the compared OMol25 structures with the same formula, charge and spin (kcal per mole) = 0.0
- molecular weight (Da) = 1048.74
- E_HOMO (hartree) = -0.1868

HOMO-LUMO gap for every record listed, in sequence, given in eV: 5.68 5.73.
E_tot for every record listed, in sequence, given in eV: -2408865.548 -340916.098.